Entry 1:
{
  "formula": "C3H9NOS",
  "method": "ωB97M-V/def2-TZVPD",
  "lumo_energy_ev": 0.631,
  "total_energy_ha": -647.80697,
  "e_homo_ev": -8.5,
  "de_lowest_kcal_mol": 57.2,
  "smiles": "OCNCCS",
  "fmax_ev_per_a": 4.7,
  "orbital_gap_ev": 9.10,
  "spin_multiplicity": 1,
  "species": ["O", "C", "N", "C", "C", "S", "H", "H", "H", "H", "H", "H", "H", "H", "H"],
  "xyz": [[-0.4566, -0.2638, -2.2709], [-0.6129, -1.1274, -1.1618], [-1.1229, -0.7559, 0.1141], [-0.6285, 0.5425, 0.6178], [0.8094, 0.3155, 1.0758], [1.6152, 2.0452, 1.4300], [0.2407, 0.2890, -1.8523], [-0.9380, -2.0547, -1.5786], [0.4472, -1.4669, -0.8569], [-1.4087, -1.5437, 0.6561], [-0.7492, 1.3394, -0.1092], [-1.2453, 0.9296, 1.5368], [0.8955, -0.3978, 1.9580], [1.3658, -0.0580, 0.2478], [1.7883, 2.2070, 0.1933]],
  "forces_ev_per_angstrom": [[0.28, 1.32, 2.16], [3.89, -2.68, 0.48], [-2.07, 2.47, -1.42], [-1.10, -1.30, 2.94], [0.20, 1.68, 1.22], [-0.89, -2.01, 2.40], [-0.55, 0.27, -1.49], [-1.42, -0.52, 0.20], [-0.44, 0.37, -1.14], [-0.05, 0.24, 0.62], [0.18, -0.18, -0.35], [0.91, -0.94, -1.71], [-0.10, 1.19, -1.08], [0.69, -0.49, -0.33], [0.47, 0.60, -2.50]]
}

***

Entry 2:
{
  "formula": "C3H9NOS",
  "method": "ωB97M-V/def2-TZVPD",
  "lumo_energy_ev": 0.831,
  "total_energy_ha": -647.83737,
  "e_homo_ev": -9.0,
  "de_lowest_kcal_mol": 38.1,
  "smiles": "OCNCCS",
  "fmax_ev_per_a": 3.3,
  "orbital_gap_ev": 9.83,
  "spin_multiplicity": 1,
  "species": ["O", "C", "N", "C", "C", "S", "H", "H", "H", "H", "H", "H", "H", "H", "H"],
  "xyz": [[-0.8468, -2.5371, -0.0527], [-1.0424, -1.3190, 0.6170], [0.1924, -0.6881, 0.7822], [0.7215, 0.0967, -0.3587], [0.5910, 1.6328, 0.0502], [1.3305, 2.6320, -1.3224], [-1.5434, -3.0140, -0.4569], [-1.7900, -0.5850, 0.1731], [-1.5585, -1.5535, 1.6129], [0.9014, -1.3950, 1.0176], [1.7927, -0.0006, -0.2380], [0.4381, -0.2787, -1.3625], [-0.4673, 1.9123, 0.0764], [1.1160, 1.7166, 0.9787], [0.1650, 3.3805, -1.5168]],
  "forces_ev_per_angstrom": [[1.84, -0.01, -0.30], [-2.97, 0.33, 1.33], [1.37, -0.05, -0.18], [0.39, 0.84, 1.82], [-0.92, -1.57, -2.65], [-1.39, 0.77, 0.39], [-1.54, -0.09, -0.29], [0.95, -0.90, -0.26], [1.01, 0.26, -0.88], [-0.66, 0.38, 0.11], [0.43, -0.47, -0.61], [-0.22, 0.72, 0.52], [0.35, 0.02, 0.50], [0.05, 0.41, 0.46], [1.31, -0.63, 0.03]]
}

***

Entry 3:
{
  "formula": "C3H9NOS2",
  "method": "ωB97M-V/def2-TZVPD",
  "lumo_energy_ev": [-0.059, -0.057],
  "total_energy_ha": -1045.86303,
  "e_homo_ev": [-6.7, -6.7],
  "de_lowest_kcal_mol": 139.7,
  "fmax_ev_per_a": 2.9,
  "orbital_gap_ev": [6.65, 6.66],
  "spin_multiplicity": 1,
  "species": ["C", "C", "C", "N", "O", "S", "S", "H", "H", "H", "H", "H", "H", "H", "H", "H"],
  "xyz": [[0.2992, 1.8831, 1.7924], [-0.9472, -0.7386, -1.8878], [0.5850, -0.5021, 0.4687], [0.8186, -1.7839, 0.2441], [1.2361, 0.7391, -1.5793], [1.0109, 0.2064, 1.9551], [-0.0457, 0.5463, -0.9437], [0.2480, 2.2855, 2.8255], [-0.5823, 1.9056, 1.0611], [1.0902, 2.4707, 1.2966], [-1.8912, -0.8765, -1.4004], [-0.4236, -1.6849, -1.9281], [-1.2297, -0.2607, -2.7673], [-1.8682, 0.1677, 0.4780], [0.3819, -2.0507, -0.5858], [1.3181, -2.3072, 0.9709]],
  "forces_ev_per_angstrom": [[0.79, 0.47, -1.09], [-0.08, -0.14, 2.17], [-2.40, 0.66, 0.11], [1.10, 1.70, 2.00], [2.17, 0.42, -1.84], [-0.20, 0.41, -0.03], [-1.58, -0.76, 1.90], [-0.69, -0.39, -0.76], [0.60, -0.33, 1.84], [-0.25, -0.11, 0.18], [-0.27, -0.27, 0.64], [0.12, 0.05, -0.94], [0.37, 0.49, -2.11], [0.99, -0.14, 0.02], [-0.08, -1.80, -1.03], [-0.59, -0.28, -1.05]]
}

***

Entry 4:
{
  "formula": "C3H9NP2",
  "method": "ωB97M-V/def2-TZVPD",
  "lumo_energy_ev": 1.113,
  "total_energy_ha": -857.14417,
  "e_homo_ev": -8.4,
  "de_lowest_kcal_mol": 0.0,
  "smiles": "CP1CCPN1",
  "fmax_ev_per_a": 3.2,
  "orbital_gap_ev": 9.47,
  "spin_multiplicity": 1,
  "species": ["C", "P", "C", "C", "P", "N", "H", "H", "H", "H", "H", "H", "H", "H", "H"],
  "xyz": [[1.6205, 0.5828, 0.9467], [0.8970, 0.8769, -0.6899], [0.1543, -0.8140, -0.9968], [-0.8201, -1.1316, 0.0423], [-1.9699, 0.3344, 0.3411], [-0.6797, 1.4380, -0.0103], [1.9806, 1.5903, 1.4495], [2.4600, -0.1621, 0.9631], [0.7633, 0.1760, 1.4382], [1.0164, -1.5301, -1.1683], [-0.2517, -0.6124, -1.9444], [-1.4165, -2.0207, -0.1446], [-0.3895, -1.2581, 0.9787], [-2.5166, 0.1554, -1.0634], [-0.8480, 2.3751, -0.1419]],
  "forces_ev_per_angstrom": [[2.00, 1.16, 0.85], [-1.63, 0.23, 0.38], [3.19, 0.50, -0.38], [-2.23, 0.14, 0.17], [0.53, -0.27, -2.40], [1.35, -2.45, -0.24], [-0.84, -2.11, -0.99], [-0.62, 0.73, -0.10], [-0.01, -0.07, 1.11], [-1.04, 0.50, 0.41], [-1.03, -0.25, -1.41], [-0.16, -0.08, -0.14], [1.09, -0.66, 1.68], [0.12, 0.28, 1.26], [-0.72, 2.35, -0.21]]
}